[1]
This record from the Open Molecules 2025 dataset describes a structure of composition C3H4N2O2 in a non-equilibrium geometry. The level of theory is ωB97M-V with the def2-TZVPD basis set.

Last column: Mulliken charge in e.
Geometry (Å):
C (0.1042, -0.3597, -0.0195)  0.6109
C (-1.1357, -0.7492, 0.1525)  -1.0262
C (2.2733, 0.3828, -0.0793)  0.4631
N (0.9039, 0.5360, -0.2119)  -0.3239
N (2.7762, -0.7025, -0.2067)  -0.1574
O (1.9209, -1.8236, -0.2415)  -0.3653
O (3.0248, 1.5003, 0.2846)  -0.4671
H (0.8827, -1.4924, -0.0917)  0.2859
H (-1.8867, 0.0271, 0.2197)  0.3112
H (-1.2917, -1.8039, 0.0336)  0.3111
H (2.3931, 2.2723, 0.0706)  0.3577

As for the HOMO energy (alpha / beta): -8.926 / -8.926 eV. As for the total charge: 0. As for the relative energy (zero: lowest compared OMol25 entry of this formula, charge and spin): 6.881 eV. As for the total energy: -376.51091 hartree. The calculation puts the HOMO-LUMO gap (alpha / beta) at 7.64 / 7.64 eV.

[2]
This record from the Open Molecules 2025 dataset describes the ion C5H9N2 with charge +1 in a non-equilibrium geometry. The level of theory is ωB97M-V with the def2-TZVPD basis set.

Last column: Mulliken charge in e.
Geometry (Å):
C (2.1581, -0.7689, -0.1733)  -0.9139
C (0.7647, -0.6889, 0.2706)  0.5454
N (-0.0711, -0.1854, 1.1286)  -0.1872
C (-0.4582, 1.2297, 0.9633)  -0.3577
C (-1.0661, 1.1064, -0.5122)  -0.4748
N (-1.2277, -0.3661, -0.7990)  -0.2603
C (-0.6476, -1.1496, 0.1788)  -0.1951
H (2.6778, -0.2364, 0.5089)  0.3798
H (2.0736, -0.4417, -1.1888)  0.3140
H (2.3847, -1.9348, -0.1905)  0.3121
H (0.3027, 2.0767, 0.8274)  0.2540
H (-1.1543, 1.3661, 1.7659)  0.3671
H (-2.1515, 1.5230, -0.6408)  0.3146
H (-0.4795, 1.4705, -1.3983)  0.2857
H (-1.9363, -0.8791, -1.2393)  0.2346
H (-1.1692, -2.1216, 0.4987)  0.3816

As for the HOMO energy: -13.586 eV. As for the total charge: +1. As for the relative energy (zero: lowest compared OMol25 entry of this formula, charge and spin): 5.495 eV. As for the total energy: -305.02810 hartree. The calculation puts the HOMO-LUMO gap at 8.63 eV.

[3]
This record from the Open Molecules 2025 dataset describes a structure of composition C30H71AsF15N5O16S3 in a non-equilibrium geometry. The level of theory is ωB97M-V with the def2-TZVPD basis set.

Last column: Mulliken charge in e.
Geometry (Å):
C (-15.8536, 16.5226, 1.0014)  -1.3620
C (-15.3399, 15.2098, 0.4791)  0.8072
C (-14.1470, 14.9407, 1.3572)  -1.3096
O (-16.1950, 14.1211, 0.4172)  -0.9799
H (-16.3317, 16.4646, 1.9793)  0.2979
H (-16.5506, 16.9020, 0.2542)  0.2682
H (-15.1099, 17.3120, 1.1099)  0.3491
H (-14.9111, 15.4928, -0.4822)  0.0015
H (-13.7241, 13.9485, 1.1997)  0.3331
H (-14.4545, 14.7692, 2.3888)  0.2494
H (-13.3933, 15.7238, 1.4388)  0.3902
C (-16.0484, 7.8519, 4.6920)  -0.7361
O (-16.8324, 8.7284, 5.5448)  -0.3987
C (-16.1974, 9.8854, 5.8603)  -0.5004
C (-15.9909, 10.8271, 4.6641)  -0.9079
N (-17.2554, 10.8894, 3.8314)  -0.2084
H (-17.0279, 11.5677, 3.1184)  0.3683
H (-17.4297, 10.0476, 3.3012)  0.4163
C (-18.5228, 11.4190, 4.5495)  -0.7213
C (-18.2908, 12.7128, 5.3163)  -0.6718
O (-17.5982, 12.4522, 6.5823)  -0.2368
C (-17.5164, 13.5899, 7.4152)  -0.8647
H (-15.2587, 7.3200, 5.2226)  0.3156
H (-15.5693, 8.4645, 3.9282)  0.3034
H (-16.5343, 7.0595, 4.1226)  0.2971
H (-15.2610, 9.5607, 6.3139)  0.4560
H (-16.6131, 10.4802, 6.6737)  0.3697
H (-15.1215, 10.5409, 4.0721)  0.6214
H (-15.7940, 11.8223, 5.0627)  0.3071
H (-18.8104, 10.5887, 5.1946)  0.3527
H (-19.1932, 11.5092, 3.6949)  0.4739
H (-19.2756, 13.1213, 5.5426)  0.5107
H (-17.6391, 13.3634, 4.7331)  0.4902
H (-16.6334, 14.1735, 7.1549)  0.3414
H (-17.3068, 13.3034, 8.4457)  0.2696
H (-18.3169, 14.3293, 7.3910)  0.3277
C (-11.5566, 17.2934, 5.4870)  -0.8211
O (-10.3361, 16.7151, 5.8975)  -0.3353
C (-10.3612, 15.3112, 5.7688)  -0.4516
C (-8.9721, 14.8830, 6.2407)  -0.6828
N (-7.8520, 15.6310, 5.4988)  -0.2032
H (-8.0782, 16.6130, 5.5680)  0.4517
H (-7.0330, 15.6105, 6.0895)  0.3912
C (-7.5396, 15.2609, 4.0710)  -0.6160
C (-6.6976, 16.2728, 3.2962)  -0.6033
O (-7.2963, 17.5517, 3.4594)  -0.3064
C (-6.3558, 18.6714, 3.2778)  -0.7895
H (-11.3680, 18.3517, 5.3069)  0.2930
H (-12.3186, 17.3061, 6.2664)  0.3158
H (-11.9308, 17.0410, 4.4948)  0.3185
H (-10.5203, 15.0311, 4.7275)  0.3553
H (-11.1804, 14.8593, 6.3282)  0.4414
H (-8.7905, 13.8292, 6.0294)  0.4199
H (-8.8718, 15.1396, 7.2953)  0.3621
H (-8.5475, 15.3121, 3.6590)  0.3062
H (-7.0888, 14.2716, 3.9924)  0.4125
H (-6.6817, 16.0751, 2.2244)  0.3998
H (-5.6927, 16.2621, 3.7181)  0.4067
H (-5.8634, 18.6361, 2.3060)  0.3168
H (-5.5622, 18.6111, 4.0226)  0.3187
H (-6.6673, 19.7089, 3.3990)  0.2995
C (-15.9138, 14.0211, -6.9477)  -0.8729
O (-16.1831, 13.3071, -5.7904)  -0.2553
C (-16.2327, 11.9161, -5.9916)  -0.4918
C (-16.0593, 11.2210, -4.6155)  -0.7791
N (-14.9603, 11.8697, -3.7819)  -0.1076
H (-14.8389, 12.8310, -4.0669)  0.3894
H (-15.2502, 11.9592, -2.8186)  0.4034
C (-13.5576, 11.2024, -3.8322)  -0.8044
C (-12.4109, 12.1407, -3.3307)  -0.5662
O (-12.4610, 13.3452, -4.1374)  -0.2836
C (-11.6308, 14.3989, -3.6505)  -0.7186
H (-15.9322, 15.1053, -6.8363)  0.3071
H (-16.6497, 13.8348, -7.7298)  0.3389
H (-14.9367, 13.8050, -7.3799)  0.3136
H (-15.4504, 11.6053, -6.6841)  0.4002
H (-17.1806, 11.5490, -6.3850)  0.4106
H (-15.9086, 10.1416, -4.6300)  0.3744
H (-16.9618, 11.4657, -4.0553)  0.4219
H (-13.3014, 10.8540, -4.8327)  0.3600
H (-13.7607, 10.2929, -3.2668)  0.4690
H (-11.4755, 11.6277, -3.5541)  0.3908
H (-12.5300, 12.3606, -2.2698)  0.4382
H (-10.5859, 14.0922, -3.6985)  0.3122
H (-11.9029, 14.6326, -2.6212)  0.2820
H (-11.7559, 15.2458, -4.3252)  0.2612
C (-22.9936, 12.6354, -3.7456)  -0.8210
O (-21.9541, 13.3853, -3.0905)  -0.3474
C (-21.7910, 14.7074, -3.5747)  -0.4798
C (-20.6586, 15.2104, -2.6617)  -0.8289
N (-21.0272, 15.1251, -1.1508)  -0.2117
H (-21.3557, 14.1701, -1.1631)  0.4739
H (-20.2448, 15.1510, -0.5126)  0.3711
C (-22.0929, 16.1279, -0.6264)  -0.7010
C (-22.7162, 15.5673, 0.6613)  -0.5863
O (-23.1243, 14.2745, 0.2602)  -0.2158
C (-23.7848, 13.6137, 1.3520)  -0.8032
H (-23.0470, 11.5472, -3.7133)  0.2738
H (-23.0377, 12.9053, -4.8007)  0.3234
H (-23.9395, 12.9944, -3.3400)  0.3319
H (-22.7316, 15.2149, -3.3605)  0.3155
H (-21.6837, 14.7984, -4.6556)  0.5304
H (-20.3362, 16.2421, -2.8024)  0.4472
H (-19.8731, 14.4547, -2.6511)  0.4433
H (-22.9222, 16.2730, -1.3187)  0.3014
H (-21.4737, 17.0026, -0.4274)  0.4804
H (-23.6181, 16.1501, 0.8486)  0.3757
H (-22.0843, 15.5909, 1.5492)  0.4406
H (-24.7012, 14.0979, 1.6894)  0.3175
H (-23.1545, 13.5184, 2.2361)  0.2998
H (-23.9958, 12.5922, 1.0356)  0.2596
As (-9.6490, 9.3348, 2.5262)  2.0202
F (-8.0667, 9.4299, 3.3510)  -0.4889
F (-10.0087, 7.7336, 3.3929)  -0.5144
F (-11.2435, 9.3389, 1.6244)  -0.5229
F (-9.1578, 10.8637, 1.7592)  -0.4867
F (-8.8791, 8.4517, 1.1304)  -0.4997
F (-10.4520, 10.2136, 3.8806)  -0.5098
C (-17.9204, 20.3998, -7.6922)  0.6470
F (-18.2495, 19.4703, -6.7705)  -0.1890
F (-17.4927, 19.8381, -8.8399)  -0.2351
F (-18.9538, 21.1525, -7.9644)  -0.2125
S (-16.4999, 21.5724, -7.0228)  0.9383
O (-16.1449, 22.4407, -8.1357)  -0.5986
O (-16.9846, 22.2247, -5.7851)  -0.5263
N (-15.2415, 20.4181, -6.7373)  -0.3917
S (-15.3631, 19.7226, -5.3292)  0.7979
O (-16.5215, 20.0244, -4.4381)  -0.5869
O (-15.0609, 18.2734, -5.2877)  -0.5637
C (-13.8357, 20.7742, -4.4041)  0.5729
F (-14.0921, 22.1479, -4.5395)  -0.2302
F (-13.6463, 20.4012, -3.1169)  -0.2053
F (-12.7742, 20.5283, -5.1360)  -0.2185
C (-20.4780, 20.1173, 4.6113)  0.5790
F (-19.7287, 20.8353, 5.4467)  -0.2248
F (-19.8660, 19.9108, 3.4459)  -0.2195
F (-20.7553, 18.9383, 5.1461)  -0.2337
S (-22.1954, 20.9517, 4.2347)  1.0676
O (-22.6240, 21.5509, 5.5109)  -0.6663
O (-21.8794, 21.9658, 3.2412)  -0.6430
O (-23.0823, 19.8542, 3.7592)  -0.6592

As for the HOMO energy: -6.588 eV. As for the total charge: 0. As for the total energy: -7591.08569 hartree. The calculation puts the HOMO-LUMO gap at 5.28 eV.

[4]
This record from the Open Molecules 2025 dataset describes the ion C3H8N3S with charge +1 in a non-equilibrium geometry. The level of theory is ωB97M-V with the def2-TZVPD basis set.

Last column: Mulliken charge in e.
Geometry (Å):
C (0.6701, 0.7757, 0.1863)  0.4538
C (0.4314, -1.2141, -0.8023)  -0.5409
C (-1.6324, 0.0185, 0.1067)  -1.1044
N (1.7136, -1.3655, -0.1662)  -0.2047
N (-0.1820, -0.1039, -0.1599)  0.0153
N (0.2554, 2.1170, 0.4334)  -0.5245
S (2.2895, 0.1882, 0.1666)  0.1656
H (0.6382, -1.1193, -1.8426)  0.2261
H (-0.0772, -2.0931, -0.6668)  0.4451
H (-1.8396, 0.1025, 1.1648)  0.4104
H (-2.0520, 0.7402, -0.5008)  0.4225
H (-1.9686, -0.9681, -0.1657)  0.3536
H (1.7705, -2.0902, 0.5276)  0.3632
H (-0.7474, 2.1912, 0.6982)  0.2432
H (0.7304, 2.8211, 1.0206)  0.2758

As for the HOMO energy (alpha / beta): -9.715 / -14.125 eV. Its multiplicity is 3. As for the total charge: +1. As for the relative energy (zero: lowest compared OMol25 entry of this formula, charge and spin): 1.086 eV. As for the total energy: -681.13960 hartree. The calculation puts the HOMO-LUMO gap (alpha / beta) at 5.86 / 6.34 eV.

[5]
This record from the Open Molecules 2025 dataset describes a structure of composition C3H6LiO3 in a non-equilibrium geometry. The level of theory is ωB97M-V with the def2-TZVPD basis set.

Last column: Mulliken charge in e.
Geometry (Å):
H (0.7133, -1.1787, -0.0421)  0.3249
O (0.1330, -0.5733, -0.7131)  -0.5838
C (-0.8287, 0.2902, -0.1070)  -0.1410
C (-2.1272, -0.4472, 0.1429)  -1.0981
H (-0.9556, 1.1375, -0.7937)  0.2960
H (-0.4361, 0.7132, 0.8316)  0.2785
H (-2.5716, -0.7885, -0.8023)  0.2952
H (-2.8429, 0.2192, 0.6436)  0.3617
H (-1.9648, -1.3178, 0.7953)  0.2971
O (1.5185, 1.4152, -0.3085)  -0.2189
C (2.2364, 0.5627, -0.6530)  0.8883
O (2.9041, -0.2538, -0.0668)  -0.6454
Li (4.2214, 0.2213, 1.0731)  0.9456

As for the HOMO energy: -13.988 eV. As for the total charge: +1. As for the relative energy (zero: lowest compared OMol25 entry of this formula, charge and spin): 1.711 eV. As for the total energy: -350.87960 hartree. The calculation puts the HOMO-LUMO gap at 7.83 eV.